i.
Molecular formula: C48H114F9N6O18
Method: DFT, ωB97M-V/def2-TZVPD

Each line ends with the Mulliken charge.
Positions of all 195 atoms, in Å:
C (6.23, -7.07, -15.45)  0.53
O (6.51, -6.65, -14.07)  1.21
O (5.63, -8.26, -15.39)  -1.24
C (5.71, -5.91, -16.30)  0.45
F (5.41, -6.34, -17.54)  -0.30
F (4.58, -5.36, -15.79)  -0.25
F (6.63, -4.95, -16.51)  -0.08
C (7.46, -5.63, -13.84)  1.00
C (7.56, -5.55, -12.30)  -0.76
H (8.30, -4.85, -11.93)  0.86
H (6.57, -5.23, -11.97)  0.01
H (7.76, -6.54, -11.87)  -0.60
H (7.17, -4.65, -14.23)  -0.18
H (8.44, -5.98, -14.18)  -0.63
H (7.25, -7.33, -15.79)  -1.01
C (10.12, -6.87, -7.63)  -0.24
O (9.67, -7.81, -8.65)  -0.23
O (11.04, -7.50, -6.91)  -0.86
C (10.48, -5.51, -8.28)  0.83
F (10.59, -4.60, -7.29)  -0.31
F (11.61, -5.56, -9.01)  -0.26
F (9.53, -5.04, -9.14)  -0.18
C (8.36, -7.72, -9.14)  0.38
C (8.20, -8.83, -10.19)  -0.62
H (8.93, -8.57, -10.96)  -0.23
H (8.38, -9.83, -9.81)  0.57
H (7.28, -8.84, -10.80)  -0.11
H (8.12, -6.73, -9.56)  -0.22
H (7.61, -7.92, -8.36)  0.33
H (9.27, -6.65, -6.96)  0.10
C (11.06, -9.85, -13.22)  -0.55
O (11.43, -11.21, -13.53)  -0.39
O (12.15, -9.08, -13.33)  -0.96
C (9.73, -9.41, -13.92)  0.72
F (9.77, -9.40, -15.28)  -0.56
F (8.76, -10.33, -13.66)  -0.28
F (9.25, -8.23, -13.47)  0.14
C (10.67, -12.22, -12.83)  0.35
C (10.98, -13.54, -13.53)  -1.40
H (10.59, -13.58, -14.55)  0.22
H (12.06, -13.72, -13.58)  0.41
H (10.58, -14.35, -12.92)  0.39
H (9.58, -12.15, -12.88)  -0.18
H (10.98, -12.28, -11.79)  0.42
H (10.77, -9.90, -12.16)  0.34
C (7.06, -14.54, -15.26)  -1.01
O (6.81, -13.13, -15.33)  -0.01
C (8.04, -12.42, -15.46)  -0.07
C (7.71, -11.06, -16.07)  0.14
N (7.10, -11.23, -17.42)  -0.21
H (7.53, -11.93, -18.02)  0.52
H (6.11, -11.49, -17.42)  0.64
C (7.12, -9.93, -18.23)  0.05
C (5.97, -10.10, -19.25)  -0.75
O (4.75, -10.28, -18.61)  -0.45
C (4.10, -9.10, -18.08)  -0.11
H (7.65, -14.90, -16.11)  0.37
H (6.11, -15.06, -15.40)  0.27
H (7.55, -14.70, -14.30)  0.36
H (8.59, -12.92, -16.28)  0.69
H (8.74, -12.46, -14.63)  -0.72
H (8.58, -10.41, -16.14)  0.46
H (6.95, -10.67, -15.39)  -0.36
H (8.12, -9.77, -18.61)  0.49
H (6.96, -9.13, -17.50)  -0.34
H (6.13, -11.03, -19.79)  0.39
H (5.93, -9.31, -20.00)  0.44
H (4.00, -9.17, -17.00)  -0.03
H (3.12, -9.00, -18.53)  0.37
H (4.68, -8.20, -18.25)  0.03
C (3.13, -2.71, -16.27)  -1.14
O (4.12, -1.83, -15.73)  0.10
C (4.04, -0.57, -16.33)  -0.84
C (5.38, 0.12, -16.31)  -0.88
N (6.47, -0.69, -16.99)  -0.12
H (6.27, -0.94, -17.96)  0.44
H (7.22, -0.03, -17.24)  0.45
C (6.98, -1.86, -16.17)  -0.36
C (8.27, -2.37, -16.81)  -0.27
O (8.11, -2.43, -18.20)  -0.46
C (9.03, -3.33, -18.80)  -0.62
H (2.94, -3.71, -15.91)  0.12
H (3.25, -2.73, -17.36)  0.53
H (2.14, -2.25, -16.14)  0.46
H (3.22, 0.02, -15.89)  0.49
H (3.69, -0.57, -17.37)  0.59
H (5.79, 0.27, -15.31)  0.35
H (5.41, 1.14, -16.70)  0.46
H (6.17, -2.57, -16.33)  0.02
H (7.05, -1.58, -15.13)  0.19
H (8.54, -3.29, -16.27)  0.15
H (9.15, -1.77, -16.57)  0.62
H (10.06, -2.97, -18.69)  0.34
H (8.86, -3.48, -19.86)  0.34
H (8.81, -4.33, -18.41)  0.05
C (2.61, -0.62, -4.44)  -0.78
O (3.99, -0.87, -4.51)  -0.37
C (4.34, -2.13, -5.08)  -0.58
C (5.84, -2.25, -5.16)  -0.55
N (6.55, -1.03, -5.72)  -0.18
H (6.41, -0.19, -5.15)  0.42
H (7.55, -1.09, -5.52)  0.41
C (6.11, -0.55, -7.10)  -1.05
C (6.71, -1.38, -8.23)  -0.07
O (6.13, -2.65, -8.17)  -0.19
C (6.54, -3.51, -9.22)  -0.71
H (2.01, -1.18, -3.71)  0.32
H (2.15, -0.92, -5.39)  0.32
H (2.43, 0.44, -4.31)  0.28
H (3.89, -2.29, -6.06)  0.31
H (3.93, -2.87, -4.39)  0.54
H (6.10, -3.07, -5.83)  0.22
H (6.35, -2.45, -4.22)  0.52
H (6.39, 0.51, -7.12)  0.49
H (5.03, -0.56, -7.00)  0.35
H (7.79, -1.52, -8.17)  0.42
H (6.52, -0.81, -9.15)  0.05
H (6.45, -3.18, -10.26)  0.10
H (5.87, -4.36, -9.34)  0.33
H (7.57, -3.80, -9.01)  0.41
C (0.06, 2.83, -10.35)  -0.79
O (1.42, 2.50, -10.61)  -0.25
C (2.05, 3.47, -11.41)  -0.53
C (3.56, 3.36, -11.30)  -0.68
N (4.10, 2.09, -11.98)  -0.08
H (3.90, 2.15, -12.98)  0.40
H (5.12, 2.20, -12.04)  0.43
C (3.66, 0.79, -11.40)  -0.78
C (4.50, -0.37, -11.94)  0.27
O (3.86, -1.55, -11.46)  -0.44
C (4.06, -2.75, -12.21)  -0.38
H (-0.34, 2.09, -9.65)  0.26
H (-0.54, 2.81, -11.26)  0.33
H (-0.09, 3.80, -9.88)  0.32
H (1.78, 4.49, -11.13)  0.51
H (1.69, 3.27, -12.43)  0.35
H (3.81, 3.36, -10.24)  0.30
H (4.05, 4.21, -11.76)  0.44
H (2.63, 0.54, -11.64)  0.30
H (3.81, 0.71, -10.33)  0.29
H (5.50, -0.42, -11.50)  0.31
H (4.53, -0.44, -13.03)  -0.24
H (3.60, -2.62, -13.19)  0.24
H (3.76, -3.67, -11.71)  0.23
H (5.15, -2.81, -12.35)  0.20
C (10.54, -6.49, -16.96)  -0.38
O (11.21, -6.44, -15.73)  0.15
C (12.59, -6.17, -15.82)  -1.04
C (13.00, -5.35, -14.57)  -0.53
N (12.92, -6.31, -13.38)  0.37
H (12.64, -7.24, -13.72)  0.21
H (13.86, -6.37, -13.00)  0.50
C (11.88, -5.84, -12.41)  -0.40
C (12.23, -4.51, -11.76)  -0.53
O (13.49, -4.78, -11.15)  -0.37
C (13.93, -3.76, -10.25)  -0.84
H (10.72, -7.43, -17.49)  0.31
H (10.78, -5.61, -17.56)  0.37
H (9.46, -6.42, -16.79)  -0.38
H (12.94, -5.63, -16.71)  0.55
H (13.05, -7.16, -15.83)  0.39
H (12.53, -4.38, -14.54)  0.22
H (14.07, -5.19, -14.76)  0.45
H (11.78, -6.57, -11.61)  0.45
H (10.92, -5.76, -12.92)  -0.23
H (11.48, -4.26, -11.02)  0.37
H (12.35, -3.67, -12.46)  0.48
H (13.27, -2.90, -10.17)  0.37
H (14.99, -3.56, -10.40)  0.29
H (13.92, -4.24, -9.26)  0.24
C (3.65, -13.24, -13.93)  -0.68
O (3.94, -12.08, -13.20)  -0.50
C (5.17, -11.43, -13.38)  -0.48
C (5.32, -10.28, -12.42)  0.56
N (4.54, -9.09, -12.92)  0.64
H (4.89, -8.79, -13.86)  -0.38
H (3.56, -9.33, -13.11)  0.56
C (4.56, -7.95, -11.96)  0.33
C (3.36, -7.05, -12.24)  -0.63
O (2.23, -7.87, -12.14)  -0.41
C (0.92, -7.32, -12.14)  -0.84
H (3.80, -13.13, -15.02)  0.19
H (2.61, -13.56, -13.92)  0.34
H (4.34, -14.03, -13.64)  0.28
H (5.20, -11.15, -14.44)  -0.29
H (5.94, -12.19, -13.27)  0.59
H (6.35, -9.95, -12.37)  -0.50
H (4.93, -10.66, -11.48)  0.70
H (5.55, -7.51, -11.97)  -0.65
H (4.32, -8.37, -10.98)  0.70
H (3.46, -6.54, -13.20)  0.23
H (3.36, -6.29, -11.45)  0.46
H (0.34, -7.99, -11.50)  0.30
H (0.57, -7.23, -13.16)  0.30
H (0.80, -6.43, -11.51)  0.30

* HOMO: -9.39 eV
* charge: +3
* LUMO energy: -7.3 eV

=====

ii.
Molecular formula: C48H114F9N6O18
Method: DFT, ωB97M-V/def2-TZVPD

Each line ends with the Mulliken charge.
Positions of all 195 atoms, in Å:
C (-0.54, -1.19, -0.67)  -0.16
O (0.20, -0.73, 0.50)  0.19
O (0.28, -0.79, -1.73)  -0.32
C (-1.05, -2.61, -0.62)  0.51
F (-0.17, -3.64, -0.73)  -0.02
F (-1.84, -2.77, 0.50)  -0.24
F (-1.99, -2.61, -1.60)  -0.21
C (-0.49, -0.17, 1.70)  -0.52
C (-0.27, 1.36, 1.79)  0.10
H (-0.66, 1.87, 0.90)  -0.15
H (-0.65, 1.72, 2.74)  0.26
H (0.81, 1.55, 1.77)  -0.19
H (0.19, -0.49, 2.48)  0.35
H (-1.44, -0.59, 2.00)  0.05
H (-1.44, -0.59, -0.74)  -0.30
C (-3.40, 3.07, -4.12)  -0.01
O (-3.01, 3.43, -2.76)  -0.08
O (-2.27, 3.50, -4.86)  -0.94
C (-3.96, 1.63, -4.18)  0.45
F (-4.19, 1.25, -5.39)  -0.31
F (-3.23, 0.84, -3.44)  0.01
F (-5.14, 1.44, -3.71)  -0.35
C (-4.02, 3.43, -1.71)  -0.25
C (-3.27, 3.84, -0.42)  -0.53
H (-3.08, 2.86, 0.02)  0.03
H (-2.36, 4.42, -0.58)  -0.09
H (-3.98, 4.35, 0.23)  0.45
H (-4.62, 2.55, -1.51)  0.23
H (-4.73, 4.26, -1.81)  0.25
H (-4.24, 3.73, -4.32)  0.31
C (5.19, 2.76, 3.70)  -0.15
O (6.02, 3.69, 3.07)  -0.02
O (4.67, 3.36, 4.89)  -0.94
C (4.11, 2.14, 2.63)  0.55
F (3.36, 3.07, 2.01)  -0.19
F (4.68, 1.51, 1.63)  -0.20
F (3.16, 1.38, 3.13)  -0.30
C (7.41, 3.41, 2.76)  -0.31
C (8.24, 4.66, 2.48)  -0.99
H (7.82, 5.48, 3.05)  0.15
H (9.31, 4.50, 2.62)  0.37
H (8.14, 4.99, 1.44)  0.27
H (7.41, 2.76, 1.88)  0.19
H (7.96, 2.92, 3.56)  0.39
H (5.72, 1.85, 3.98)  0.26
C (4.94, 2.92, -1.65)  -0.64
O (4.28, 1.79, -1.96)  0.14
C (5.09, 0.63, -1.93)  -1.46
C (4.25, -0.71, -2.00)  0.37
N (3.19, -0.66, -0.84)  1.35
H (3.08, 0.33, -0.67)  0.26
H (2.30, -1.04, -1.11)  -1.03
C (3.61, -1.34, 0.49)  -0.52
C (3.28, -2.85, 0.44)  -0.65
O (3.92, -3.41, -0.68)  -0.24
C (3.59, -4.79, -0.86)  -0.65
H (5.24, 3.53, -2.50)  0.27
H (5.83, 2.93, -1.02)  0.38
H (4.14, 3.61, -1.36)  -0.03
H (5.67, 0.72, -1.01)  0.55
H (5.88, 0.73, -2.67)  0.54
H (4.78, -1.66, -2.04)  0.59
H (3.66, -0.56, -2.91)  -0.67
H (2.86, -0.94, 1.18)  0.11
H (4.62, -1.13, 0.84)  0.61
H (2.20, -2.98, 0.46)  0.15
H (3.76, -3.30, 1.31)  0.57
H (4.20, -5.04, -1.73)  0.23
H (2.55, -4.95, -1.16)  0.11
H (3.83, -5.33, 0.06)  0.35
C (0.62, 6.48, 0.73)  -0.85
O (0.20, 5.75, -0.45)  -0.26
C (1.23, 5.60, -1.38)  -0.42
C (0.74, 5.18, -2.78)  -0.54
N (-0.19, 3.94, -2.68)  0.60
H (-0.95, 4.28, -2.11)  -0.19
H (-0.83, 3.78, -3.44)  0.17
C (0.37, 2.49, -2.41)  -0.51
C (1.13, 1.98, -3.66)  -0.31
O (2.29, 2.70, -3.97)  -0.33
C (3.01, 2.10, -5.12)  -0.65
H (-0.38, 6.63, 1.14)  0.13
H (1.10, 7.40, 0.40)  0.39
H (1.30, 6.06, 1.47)  0.41
H (1.94, 4.89, -0.95)  0.16
H (1.83, 6.49, -1.57)  0.47
H (1.55, 4.75, -3.38)  0.28
H (0.33, 5.97, -3.39)  0.50
H (-0.56, 1.93, -2.42)  0.04
H (0.83, 2.40, -1.43)  0.15
H (0.33, 1.97, -4.40)  0.86
H (1.33, 0.91, -3.69)  -0.11
H (2.30, 1.74, -5.86)  0.34
H (3.56, 1.26, -4.69)  0.09
H (3.67, 2.90, -5.48)  0.25
C (-1.63, -11.27, -1.36)  -0.68
O (-3.01, -10.92, -1.16)  -0.37
C (-3.63, -11.35, 0.06)  -0.44
C (-4.89, -10.54, 0.43)  -0.71
N (-4.67, -9.00, 0.22)  -0.17
H (-4.02, -8.72, -0.49)  0.37
H (-5.56, -8.56, 0.04)  0.41
C (-4.31, -8.22, 1.51)  -0.89
C (-3.44, -7.01, 1.19)  -0.40
O (-2.28, -7.54, 0.63)  -0.34
C (-1.36, -6.59, 0.05)  -0.93
H (-1.60, -12.35, -1.18)  0.33
H (-0.94, -10.70, -0.74)  0.28
H (-1.32, -11.01, -2.37)  0.25
H (-2.89, -11.17, 0.84)  0.36
H (-3.87, -12.41, -0.04)  0.43
H (-5.31, -10.68, 1.43)  0.40
H (-5.53, -10.95, -0.35)  0.39
H (-3.88, -8.94, 2.20)  0.36
H (-5.31, -7.97, 1.86)  0.46
H (-3.22, -6.50, 2.13)  0.43
H (-3.93, -6.35, 0.48)  0.36
H (-0.43, -7.08, -0.24)  0.32
H (-1.03, -5.70, 0.58)  0.38
H (-1.92, -6.08, -0.74)  0.39
C (5.43, 6.73, 4.55)  -0.03
O (4.10, 6.88, 4.05)  -0.36
C (3.21, 7.65, 4.85)  -0.42
C (2.77, 6.72, 6.06)  -0.81
N (2.39, 5.30, 5.61)  0.20
H (3.21, 4.80, 5.29)  0.14
H (1.96, 4.83, 6.39)  0.45
C (1.58, 4.98, 4.37)  -0.96
C (0.09, 5.10, 4.46)  -0.26
O (-0.14, 6.47, 4.26)  -0.20
C (-1.47, 6.87, 3.85)  -0.70
H (5.42, 6.52, 5.62)  0.22
H (6.19, 7.49, 4.39)  0.38
H (5.71, 5.79, 4.08)  -0.37
H (2.39, 7.93, 4.20)  0.23
H (3.51, 8.61, 5.27)  0.45
H (1.87, 7.15, 6.50)  0.44
H (3.54, 6.63, 6.83)  0.48
H (1.73, 3.90, 4.32)  0.30
H (2.16, 5.30, 3.51)  0.41
H (-0.25, 4.76, 5.44)  0.40
H (-0.49, 4.51, 3.75)  0.21
H (-2.14, 6.63, 4.68)  0.30
H (-1.74, 6.22, 3.01)  0.19
H (-1.49, 7.92, 3.56)  0.27
C (-5.09, -1.05, -0.48)  -0.39
O (-5.87, -1.18, 0.72)  -0.52
C (-5.29, -2.13, 1.71)  -0.13
C (-6.14, -2.08, 3.06)  -0.92
N (-6.77, -0.73, 3.35)  -0.21
H (-7.51, -0.43, 2.73)  0.40
H (-7.35, -0.85, 4.17)  0.37
C (-5.80, 0.46, 3.22)  -0.51
C (-5.00, 0.52, 4.49)  -0.65
O (-3.77, -0.09, 4.05)  -0.14
C (-2.71, 0.40, 4.87)  -0.65
H (-4.17, -0.59, -0.14)  0.12
H (-5.70, -0.48, -1.19)  0.31
H (-4.88, -2.01, -0.95)  0.27
H (-4.26, -1.91, 1.99)  0.00
H (-5.25, -3.11, 1.22)  0.60
H (-5.52, -2.27, 3.94)  0.34
H (-6.96, -2.79, 2.94)  0.48
H (-6.46, 1.33, 3.21)  0.54
H (-5.16, 0.30, 2.35)  0.19
H (-5.35, -0.03, 5.36)  0.35
H (-4.87, 1.58, 4.75)  0.46
H (-2.62, 1.49, 4.94)  0.35
H (-1.84, 0.16, 4.25)  0.01
H (-2.66, -0.01, 5.88)  0.32
C (-3.16, -4.08, -5.52)  -0.83
O (-2.05, -3.29, -5.75)  -0.45
C (-2.00, -2.10, -5.02)  -0.50
C (-0.81, -1.26, -5.41)  -0.01
N (0.37, -1.93, -4.74)  0.57
H (1.12, -1.50, -5.27)  0.40
H (0.64, -1.56, -3.84)  -0.55
C (0.53, -3.48, -4.84)  -0.59
C (1.65, -3.97, -3.83)  -0.41
O (2.67, -2.94, -3.69)  0.26
C (3.73, -2.77, -4.62)  -1.05
H (-3.52, -4.00, -4.49)  0.28
H (-3.13, -5.14, -5.75)  0.32
H (-3.95, -3.73, -6.18)  0.36
H (-2.23, -2.26, -3.96)  0.09
H (-2.90, -1.60, -5.38)  0.73
H (-0.89, -0.27, -4.97)  -0.10
H (-0.58, -1.38, -6.47)  0.44
H (0.96, -3.54, -5.84)  0.39
H (-0.34, -4.11, -4.67)  0.36
H (2.06, -4.90, -4.21)  0.50
H (1.04, -3.99, -2.94)  -0.12
H (4.65, -3.28, -4.34)  0.30
H (3.89, -1.70, -4.77)  0.27
H (3.53, -3.23, -5.59)  0.42

* HOMO: -11.41 eV
* charge: +3
* LUMO energy: -5.9 eV

=====

Energy ordering: i at the bottom, the next structure 2.033 eV above.

=====

i.
Molecular formula: C7H11N2S
Method: DFT, ωB97M-V/def2-TZVPD

Each line ends with the Mulliken charge.
Positions of all 21 atoms, in Å:
C (1.93, -1.08, 1.17)  -0.26
C (2.34, 0.22, 1.24)  -0.42
C (2.52, -0.77, -1.00)  -0.40
C (2.03, -1.66, -0.08)  -0.55
C (-0.53, 0.72, 0.08)  -0.07
C (-2.89, 0.75, 0.37)  -0.17
C (-1.99, -0.73, -1.19)  -0.74
N (-1.89, 0.39, -0.30)  0.14
N (-0.23, 1.91, 0.38)  -0.13
S (2.81, 0.82, -0.24)  -0.11
H (1.58, -1.60, 2.04)  0.41
H (2.48, 0.90, 2.13)  0.41
H (2.86, -0.94, -1.99)  0.47
H (-3.88, 0.37, 0.08)  0.25
H (1.55, -2.59, -0.34)  0.46
H (-2.88, 1.30, 1.26)  0.34
H (-1.31, -1.50, -0.86)  0.31
H (-2.99, -1.09, -1.49)  0.33
H (-1.36, -0.25, -2.13)  0.29
H (0.74, 2.14, 0.57)  0.18
H (-0.90, 2.68, 0.29)  0.24

* HOMO: -11.71 eV
* charge: +1
* LUMO energy: -5.1 eV

=====

ii.
Molecular formula: C7H11N2S
Method: DFT, ωB97M-V/def2-TZVPD

Each line ends with the Mulliken charge.
Positions of all 21 atoms, in Å:
C (-2.64, -2.97, 0.46)  -0.51
C (-2.95, -1.80, 1.09)  -0.49
C (-1.69, -2.93, -0.60)  -0.39
C (-2.05, -0.78, 1.01)  -0.23
C (-0.78, -1.93, -0.68)  -0.58
C (-0.95, -0.86, 0.22)  0.71
C (3.14, 2.84, -0.20)  0.33
N (2.08, 3.54, 0.21)  -0.26
N (3.23, 1.53, -0.27)  -0.18
S (0.03, 0.65, -0.16)  -0.50
H (-3.34, -3.83, 0.68)  0.31
H (-3.72, -1.71, 1.76)  0.44
H (-1.45, -3.74, -1.28)  0.32
H (-2.20, 0.25, 1.53)  0.20
H (-0.08, -1.98, -1.42)  0.46
H (3.84, 3.61, -0.66)  0.31
H (1.94, 4.53, 0.06)  0.27
H (1.17, 3.22, 0.52)  0.21
H (3.93, 0.98, -0.68)  0.26
H (-0.01, 0.45, -1.55)  0.21
H (2.50, 0.92, -0.03)  0.10

* HOMO: -11.77 eV
* charge: +1
* LUMO energy: -3.7 eV

=====

Energy ordering: ii at the bottom, the next structure 3.184 eV above.